Record 1
{"formula": "C3H10NS", "method": "wB97M-V/def2-TZVPD", "lumo_energy_ev": -4.170, "energy_ev": -15590.275, "homo_lumo_gap_ev": 8.12, "homo_energy_ha": -0.4517, "smiles": "[NH3+]CCCS", "total_charge": 1, "elements": ["C", "C", "C", "S", "N", "H", "H", "H", "H", "H", "H", "H", "H", "H", "H"], "coordinates": [[0.142, 1.064, 0.046], [0.261, -0.450, 0.135], [-0.451, -1.180, -0.989], [0.182, -2.876, -1.409], [0.188, 1.627, 1.388], [-0.912, 1.321, -0.259], [0.835, 1.522, -0.746], [1.416, -0.546, -0.070], [-0.012, -0.857, 1.168], [-1.490, -1.064, -0.697], [-0.196, -0.576, -1.900], [-0.744, -3.370, -2.349], [1.039, 1.363, 1.951], [-0.611, 1.361, 2.023], [0.353, 2.658, 1.709]]}

Record 2
{"formula": "C6H9N", "method": "wB97M-V/def2-TZVPD", "lumo_energy_ev": 0.038, "energy_ev": -7853.892, "homo_lumo_gap_ev": 8.80, "homo_energy_ha": -0.3220, "total_charge": 0, "elements": ["C", "C", "C", "C", "C", "C", "N", "H", "H", "H", "H", "H", "H", "H", "H", "H"], "coordinates": [[1.657, 1.199, 0.653], [0.568, 0.559, -0.215], [-0.586, -0.035, 0.612], [-1.736, -0.493, -0.287], [-1.680, -1.696, -1.123], [1.140, -0.489, -1.078], [1.572, -1.341, -1.732], [2.458, 1.614, 0.036], [2.095, 0.464, 1.336], [1.223, 2.009, 1.247], [-0.929, 0.736, 1.314], [-0.210, -0.877, 1.207], [-2.551, -0.955, 0.331], [-2.226, 0.358, -0.781], [-0.949, -2.377, -0.636], [0.154, 1.324, -0.885]]}

Record 3
{"formula": "C26H33FKO13S2", "method": "wB97M-V/def2-TZVPD", "lumo_energy_ev": -0.796, "energy_ev": -94818.561, "homo_lumo_gap_ev": 2.25, "homo_energy_ha": -0.1121, "total_charge": -1, "elements": ["K", "C", "C", "O", "H", "H", "H", "H", "H", "F", "O", "S", "O", "O", "C", "C", "C", "H", "H", "H", "H", "H", "H", "H", "H", "O", "S", "O", "O", "C", "C", "C", "H", "H", "H", "H", "H", "H", "H", "H", "C", "C", "C", "O", "C", "C", "C", "O", "H", "H", "H", "H", "C", "C", "C", "O", "C", "C", "C", "O", "H", "H", "H", "H", "C", "C", "C", "O", "C", "C", "C", "O", "H", "H", "H", "H"], "coordinates": [[-0.140, 0.310, 1.430], [-2.205, 5.472, 0.272], [-2.176, 5.745, 1.804], [-1.710, 4.676, 2.600], [-1.180, 5.463, -0.100], [-2.777, 6.270, -0.201], [-2.706, 4.519, 0.105], [-3.227, 5.925, 2.031], [-1.632, 6.668, 2.002], [-0.298, -3.220, 4.131], [-5.061, -3.518, 5.541], [-6.289, -2.809, 5.113], [-7.116, -2.015, 6.035], [-5.807, -1.855, 3.899], [-6.113, -0.502, 3.921], [-7.451, -0.180, 3.224], [-7.374, -3.960, 4.101], [-5.302, -0.048, 3.350], [-5.918, -0.104, 4.917], [-7.470, 0.829, 2.810], [-8.270, -0.412, 3.904], [-7.583, -0.945, 2.459], [-8.427, -3.693, 4.191], [-7.196, -4.939, 4.547], [-6.895, -4.023, 3.124], [5.801, 4.257, -1.470], [4.839, 4.745, -0.476], [3.707, 3.938, -0.084], [5.839, 5.123, 0.788], [5.307, 5.142, 2.094], [6.241, 5.886, 3.001], [4.249, 6.442, -0.861], [5.175, 4.121, 2.453], [4.306, 5.553, 2.219], [5.733, 6.059, 3.950], [6.633, 6.803, 2.561], [7.101, 5.238, 3.170], [3.829, 6.870, 0.050], [3.485, 6.294, -1.624], [5.085, 6.995, -1.288], [-6.550, -4.864, -2.363], [-6.042, -3.615, -2.026], [-4.787, -3.403, -1.282], [-4.432, -2.281, -1.009], [-4.265, -4.681, -0.786], [-4.753, -5.903, -1.094], [-5.943, -6.116, -1.937], [-6.426, -7.214, -2.140], [-7.445, -4.966, -2.958], [-6.623, -2.725, -2.216], [-3.340, -4.691, -0.229], [-4.347, -6.806, -0.663], [8.220, -1.221, -1.146], [7.015, -1.442, -0.631], [6.572, -0.947, 0.727], [5.446, -1.063, 1.202], [7.635, -0.325, 1.410], [8.881, -0.036, 0.898], [9.229, -0.396, -0.490], [10.345, -0.166, -1.008], [8.429, -1.678, -2.102], [6.417, -2.067, -1.278], [7.469, 0.074, 2.400], [9.649, 0.487, 1.448], [1.377, -1.547, -6.924], [1.681, -1.403, -5.625], [1.256, -2.350, -4.562], [1.214, -2.133, -3.358], [0.778, -3.635, -5.155], [0.349, -3.715, -6.442], [0.628, -2.724, -7.422], [0.355, -2.817, -8.595], [1.868, -0.941, -7.671], [2.467, -0.696, -5.406], [0.673, -4.448, -4.450], [-0.005, -4.666, -6.810]]}

Record 4
{"formula": "C22H29N3O", "method": "wB97M-V/def2-TZVPD", "lumo_energy_ev": 0.599, "energy_ev": -29803.267, "homo_lumo_gap_ev": 8.41, "homo_energy_ha": -0.2871, "smiles": "C[C@@H](CCc1ccccc1)NC(=O)CN1CCN(c2ccccc2)CC1", "total_charge": 0, "elements": ["C", "H", "H", "H", "C", "N", "C", "O", "C", "N", "C", "C", "N", "C", "C", "C", "C", "C", "C", "H", "H", "H", "H", "H", "C", "C", "H", "H", "H", "H", "H", "H", "H", "H", "H", "H", "H", "C", "H", "H", "C", "C", "C", "C", "C", "C", "C", "H", "H", "H", "H", "H", "H", "H", "H"], "coordinates": [[-1.782, -2.046, 2.032], [-1.549, -1.042, 2.377], [-2.597, -2.442, 2.630], [-0.906, -2.672, 2.185], [-2.167, -2.038, 0.555], [-1.096, -1.466, -0.231], [-0.500, -2.090, -1.262], [-0.813, -3.186, -1.676], [0.608, -1.248, -1.896], [1.234, -0.377, -0.918], [1.978, 0.717, -1.520], [2.490, 1.630, -0.400], [3.335, 0.922, 0.535], [4.705, 0.818, 0.320], [5.523, 0.293, 1.328], [6.893, 0.227, 1.176], [7.498, 0.693, 0.020], [6.706, 1.230, -0.977], [5.332, 1.292, -0.836], [4.754, 1.707, -1.647], [7.158, 1.601, -1.886], [8.570, 0.641, -0.097], [7.495, -0.184, 1.973], [5.085, -0.049, 2.254], [2.608, -0.197, 1.095], [2.100, -1.122, -0.017], [1.530, -1.947, 0.415], [2.967, -1.545, -0.555], [3.239, -0.766, 1.774], [1.753, 0.197, 1.656], [3.020, 2.490, -0.807], [1.626, 1.999, 0.164], [1.307, 1.279, -2.175], [2.826, 0.347, -2.120], [0.139, -0.631, -2.669], [1.321, -1.924, -2.393], [-0.709, -0.575, 0.044], [-3.491, -1.307, 0.283], [-3.717, -1.397, -0.781], [-4.288, -1.811, 0.834], [-3.480, 0.179, 0.661], [-4.792, 0.808, 0.285], [-4.984, 1.333, -0.986], [-6.203, 1.879, -1.348], [-7.248, 1.905, -0.441], [-7.068, 1.381, 0.828], [-5.848, 0.836, 1.186], [-5.712, 0.430, 2.179], [-7.880, 1.399, 1.540], [-8.200, 2.331, -0.722], [-6.337, 2.286, -2.340], [-4.171, 1.315, -1.698], [-2.669, 0.683, 0.131], [-3.318, 0.287, 1.734], [-2.274, -3.070, 0.200]]}

Record 5
{"formula": "C5H11N", "method": "wB97M-V/def2-TZVPD", "lumo_energy_ev": 1.002, "energy_ev": -6852.063, "homo_lumo_gap_ev": 10.35, "homo_energy_ha": -0.3435, "smiles": "C=C(C)CCN", "total_charge": 0, "elements": ["C", "C", "C", "C", "C", "N", "H", "H", "H", "H", "H", "H", "H", "H", "H", "H", "H"], "coordinates": [[-0.058, -1.140, 1.059], [0.188, 0.338, 0.840], [-0.418, 0.899, -0.435], [-1.283, 1.904, -0.502], [0.016, 0.216, -1.727], [1.180, -1.842, 1.538], [-0.740, -1.212, 1.928], [-0.277, -1.591, 0.097], [-0.158, 1.033, 1.630], [1.247, 0.658, 0.888], [-1.551, 2.235, -1.508], [-1.642, 2.447, 0.354], [-0.825, 0.437, -2.396], [0.294, -0.832, -1.685], [0.853, 0.759, -2.211], [1.145, -2.758, 1.079], [2.030, -1.552, 1.053]]}

Record 6
{"formula": "C26H59N6O8P2", "method": "wB97M-V/def2-TZVPD", "lumo_energy_ev": -3.754, "energy_ev": -71809.405, "homo_lumo_gap_ev": 6.85, "homo_energy_ha": -0.3899, "total_charge": 1, "elements": ["C", "O", "C", "C", "C", "C", "C", "C", "C", "C", "C", "C", "C", "C", "P", "O", "O", "C", "N", "P", "N", "O", "H", "H", "H", "H", "H", "H", "H", "H", "H", "H", "H", "H", "H", "H", "H", "H", "H", "H", "H", "H", "H", "H", "H", "H", "H", "H", "H", "H", "H", "H", "H", "C", "O", "N", "C", "C", "H", "H", "H", "H", "H", "H", "H", "C", "O", "N", "C", "C", "H", "H", "H", "H", "H", "H", "H", "C", "O", "N", "C", "C", "H", "H", "H", "H", "H", "H", "H", "C", "O", "N", "C", "C", "H", "H", "H", "H", "H", "H", "H"], "coordinates": [[0.737, 2.687, -0.843], [1.625, 3.635, -1.406], [2.970, 3.175, -1.421], [3.087, 1.680, -1.777], [4.447, 1.246, -2.354], [4.491, -0.304, -2.682], [3.145, -1.006, -2.324], [3.145, -2.557, -2.534], [1.933, -3.121, -1.674], [0.827, -3.832, -2.507], [-0.255, -2.897, -3.133], [-1.506, -2.680, -2.197], [-1.684, -1.180, -1.780], [-3.046, -0.942, -1.024], [-4.374, -0.156, -2.019], [-4.913, 1.173, -1.338], [-5.724, -1.142, -2.125], [-6.460, -1.004, -1.036], [-7.193, -0.874, -0.200], [-3.796, 0.273, -4.121], [-2.715, 1.613, -4.024], [-5.147, 0.796, -4.948], [0.315, 2.026, -1.634], [-0.132, 3.255, -0.454], [1.153, 2.117, 0.005], [3.573, 3.785, -2.109], [3.350, 3.288, -0.382], [2.322, 1.456, -2.532], [2.944, 1.127, -0.840], [4.592, 1.809, -3.296], [5.303, 1.537, -1.720], [4.789, -0.412, -3.736], [5.272, -0.793, -2.071], [2.316, -0.600, -2.923], [2.997, -0.872, -1.243], [4.090, -2.904, -2.081], [3.079, -2.840, -3.593], [1.434, -2.282, -1.153], [2.352, -3.760, -0.878], [0.281, -4.521, -1.833], [1.289, -4.463, -3.282], [0.148, -1.912, -3.426], [-0.636, -3.409, -4.034], [-1.469, -3.294, -1.284], [-2.437, -2.937, -2.740], [-1.516, -0.532, -2.655], [-0.872, -0.945, -1.068], [-3.448, -1.888, -0.622], [-2.855, -0.269, -0.166], [-4.254, 1.526, -0.702], [-2.597, 1.984, -3.077], [-3.097, 2.336, -4.633], [-5.840, 1.025, -4.306], [2.721, 0.712, 1.935], [1.827, 0.492, 1.122], [2.604, 0.618, 3.256], [3.712, 0.896, 4.147], [1.328, 0.224, 3.826], [3.732, 1.016, 1.613], [3.930, 0.003, 4.734], [3.441, 1.714, 4.817], [4.600, 1.177, 3.582], [1.057, -0.758, 3.446], [0.563, 0.942, 3.522], [1.388, 0.191, 4.910], [3.110, -3.205, 3.106], [2.937, -2.105, 3.599], [2.527, -4.340, 3.531], [2.776, -5.621, 2.897], [1.616, -4.277, 4.663], [3.782, -3.359, 2.244], [1.836, -6.028, 2.518], [3.198, -6.312, 3.629], [3.474, -5.511, 2.069], [0.790, -3.602, 4.430], [2.145, -3.886, 5.533], [1.226, -5.267, 4.888], [-2.206, 5.545, -2.279], [-2.008, 4.340, -2.216], [-2.418, 6.344, -1.231], [-2.646, 7.771, -1.382], [-2.421, 5.768, 0.103], [-2.223, 6.079, -3.240], [-1.873, 8.319, -0.842], [-3.624, 8.027, -0.972], [-2.615, 8.057, -2.432], [-1.456, 5.296, 0.297], [-3.200, 5.005, 0.168], [-2.605, 6.539, 0.846], [-2.153, -0.387, 4.560], [-1.361, -0.844, 5.355], [-2.704, -1.077, 3.534], [-3.648, -0.474, 2.619], [-2.332, -2.469, 3.349], [-2.500, 0.660, 4.614], [-4.594, -1.018, 2.658], [-3.247, -0.521, 1.601], [-3.828, 0.568, 2.882], [-2.590, -3.036, 4.245], [-1.253, -2.539, 3.194], [-2.852, -2.887, 2.490]]}